DFT (wB97M-V/def2-TZVPD) results for C40H48IMoN2O2PSbSe4 as an isolated structure.

ΔE to the lowest compared entry with this formula, charge and spin: 0.000 eV
Total charge: -1
E_LUMO (alpha / beta): 0.057 / 0.054 Ha
Gap between HOMO and LUMO (alpha / beta): 6.308 / 6.218 eV

Last column: Mulliken charge in e.
Cartesian coordinates (Å):
Mo: -0.134 -1.570 0.698  2.247
C: 1.438 -2.130 2.234  -0.255
C: 1.900 -2.785 1.044  0.785
C: 2.189 -1.753 0.088  1.807
C: 1.891 -0.502 0.728  -0.975
C: 1.484 -0.727 2.066  -0.539
C: 1.338 0.298 3.170  1.934
C: 1.166 1.691 2.569  -1.818
C: 2.624 0.259 4.007  -1.973
C: 0.137 -0.041 4.059  -1.567
C: 2.948 -1.747 -1.252  2.307
C: 2.309 -2.532 -2.399  -1.604
C: 4.366 -2.272 -0.969  -1.701
C: 3.108 -0.304 -1.760  -2.503
C: 2.133 -4.298 1.143  1.611
C: 3.452 -4.474 1.920  -1.797
C: 2.228 -5.057 -0.174  -1.171
C: 1.004 -4.958 1.952  -1.782
H: 1.242 -2.638 3.164  0.485
H: 2.065 0.467 0.291  0.340
H: 2.070 2.008 2.044  0.386
H: 0.958 2.421 3.354  0.569
H: 0.337 1.714 1.860  -0.060
H: 3.503 0.393 3.375  0.327
H: 2.724 -0.693 4.530  0.336
H: 2.611 1.059 4.751  0.466
H: -0.786 -0.074 3.474  0.011
H: 0.023 0.712 4.840  0.419
H: 0.259 -1.013 4.540  0.374
H: 2.058 -3.560 -2.165  -0.015
H: 3.005 -2.543 -3.240  0.639
H: 1.390 -2.045 -2.729  -0.033
H: 4.383 -3.341 -0.776  0.258
H: 4.803 -1.764 -0.105  0.270
H: 5.003 -2.081 -1.835  0.501
H: 2.146 0.193 -1.889  0.352
H: 3.597 -0.332 -2.735  0.528
H: 3.725 0.306 -1.097  0.334
H: 4.291 -4.015 1.397  0.252
H: 3.664 -5.538 2.037  0.467
H: 3.388 -4.028 2.914  0.309
H: 3.096 -4.789 -0.770  0.191
H: 1.342 -4.932 -0.794  -0.511
H: 2.298 -6.125 0.041  0.621
H: 0.997 -4.639 2.995  0.344
H: 1.147 -6.039 1.938  0.488
H: 0.027 -4.754 1.512  0.126
I: -2.604 2.291 2.527  0.148
C: -3.259 4.058 1.612  -0.013
C: -3.961 4.860 2.474  -0.529
C: -4.530 6.078 2.065  -0.847
C: -4.392 6.458 0.768  -0.817
C: -3.674 5.653 -0.151  1.039
C: -3.595 6.114 -1.487  -0.860
C: -2.925 5.398 -2.430  -1.306
C: -2.294 4.208 -2.042  -0.086
C: -2.329 3.709 -0.762  0.967
P: -1.273 2.178 -0.541  0.960
C: -1.882 1.185 -1.947  0.224
C: -3.225 1.208 -2.314  -0.584
C: -3.708 0.342 -3.280  -0.825
C: -2.860 -0.564 -3.898  -0.781
C: -1.524 -0.608 -3.532  -1.191
C: -1.046 0.250 -2.554  0.163
C: 0.285 2.945 -1.157  0.916
C: 0.937 3.764 -0.231  -1.018
C: 2.126 4.397 -0.546  -0.625
C: 2.700 4.215 -1.797  -0.587
C: 2.063 3.409 -2.727  -0.673
C: 0.865 2.782 -2.410  -0.120
C: -3.059 4.426 0.242  -0.129
H: -4.091 4.540 3.498  0.376
H: -5.074 6.685 2.776  0.378
H: -4.826 7.380 0.403  0.349
H: -4.084 7.049 -1.732  0.348
H: -2.861 5.736 -3.456  0.437
H: -1.747 3.658 -2.796  0.320
H: -3.912 1.886 -1.824  0.464
H: -4.760 0.362 -3.534  0.397
H: -3.238 -1.268 -4.626  0.559
H: -0.867 -1.343 -3.978  0.449
H: -0.012 0.156 -2.238  0.182
H: 0.497 3.916 0.749  0.271
H: 2.612 5.025 0.190  0.431
H: 3.633 4.703 -2.046  0.379
H: 2.496 3.265 -3.708  0.448
H: 0.378 2.168 -3.156  0.405
N: -2.717 -3.339 1.886  -0.314
N: -3.591 -2.418 1.310  -0.184
C: -3.214 -1.174 0.892  0.008
O: -3.991 -0.367 0.426  -0.651
O: -1.922 -0.921 1.042  -0.419
H: -2.572 -4.137 1.267  0.071
H: -3.097 -3.645 2.772  0.228
H: -4.510 -2.698 1.003  0.199
Se: -1.827 -6.467 -0.339  -0.555
Sb: -1.361 -5.523 -2.489  0.712
Se: -0.699 -3.010 -0.975  -0.380
Se: -3.108 -4.432 -3.644  -0.543
Se: 0.683 -5.974 -3.601  -0.575

***

DFT (wB97M-V/def2-TZVPD) results for a 6-piece molecular cluster, C25H67NO22P5S overall.

Total charge: +1
E_LUMO: -0.111 Ha
Gap between HOMO and LUMO: 8.064 eV

Last column: Mulliken charge in e.
Cartesian coordinates (Å):
C: -1.605 0.370 -1.625  -0.879
C: -0.846 1.514 -2.321  -0.482
C: -1.576 1.899 -3.593  -0.676
O: -3.033 1.816 -3.392  -0.047
S: -3.816 2.567 -4.545  0.122
C: -3.970 4.279 -3.991  -0.907
C: -4.951 4.553 -2.863  -0.280
C: -4.347 4.330 -1.504  0.266
N: -5.112 4.757 -0.382  -0.490
O: -3.250 3.845 -1.320  -0.545
C: -5.476 1.883 -4.598  -1.151
C: -5.841 0.818 -3.562  0.651
C: -5.977 1.345 -2.134  -1.000
C: -4.967 -0.446 -3.621  -1.516
H: -2.054 -0.225 -2.415  0.125
H: -0.955 -0.235 -1.004  0.415
H: -2.386 0.830 -1.026  0.182
H: 0.141 1.176 -2.636  0.383
H: -0.676 2.375 -1.682  0.238
H: -1.311 2.917 -3.879  0.504
H: -1.301 1.261 -4.431  0.396
H: -4.264 4.808 -4.895  0.633
H: -2.964 4.550 -3.681  0.438
H: -5.217 5.610 -2.908  0.569
H: -5.890 4.015 -2.969  -0.093
H: -5.682 3.992 -0.031  0.303
H: -4.420 4.922 0.342  0.327
H: -5.549 1.435 -5.586  0.627
H: -6.189 2.706 -4.563  0.616
H: -6.849 0.508 -3.839  0.681
H: -6.671 2.185 -2.144  -0.072
H: -5.025 1.590 -1.669  0.025
H: -6.491 0.559 -1.585  0.534
H: -4.190 -0.387 -2.866  0.244
H: -5.566 -1.329 -3.420  0.458
H: -4.505 -0.554 -4.601  0.341
C: 0.761 -1.266 2.457  -0.767
O: 1.382 -1.140 1.163  -0.285
P: 2.471 0.082 0.851  1.109
O: 2.365 -0.071 -0.633  -0.640
O: 3.678 -0.707 1.578  -0.324
C: 4.061 -2.001 1.084  -0.658
O: 3.283 1.497 0.867  -0.450
C: 4.642 1.467 0.422  -0.583
H: 0.151 -2.165 2.433  0.252
H: 1.514 -1.368 3.242  0.355
H: 0.120 -0.411 2.670  0.303
H: 3.713 -2.155 0.063  0.380
H: 3.656 -2.782 1.724  0.277
H: 5.146 -2.058 1.112  0.261
H: 4.737 0.833 -0.459  0.318
H: 5.306 1.123 1.211  0.234
H: 4.890 2.495 0.167  0.240
C: -11.002 5.135 -2.702  -0.756
O: -10.390 4.016 -3.382  -0.335
P: -10.122 2.597 -2.605  1.195
O: -9.206 1.999 -3.620  -0.605
O: -11.678 2.161 -2.671  -0.332
C: -12.286 1.956 -3.952  -0.668
O: -9.821 1.632 -1.342  -0.414
C: -10.348 0.299 -1.390  -0.646
H: -11.130 5.923 -3.438  0.247
H: -11.978 4.856 -2.300  0.351
H: -10.363 5.501 -1.900  0.306
H: -11.534 1.788 -4.722  0.336
H: -12.897 2.816 -4.221  0.245
H: -12.925 1.079 -3.867  0.257
H: -10.226 -0.123 -2.386  0.325
H: -11.394 0.282 -1.097  0.270
H: -9.766 -0.273 -0.671  0.245
C: -1.870 10.626 2.720  -0.641
O: -2.250 10.542 1.327  -0.268
P: -2.040 9.194 0.517  1.063
O: -2.167 9.497 -0.911  -0.696
O: -3.303 8.361 1.112  -0.331
C: -4.561 8.577 0.484  -0.599
O: -0.979 8.015 0.716  -0.433
C: -1.502 6.784 0.180  -0.557
H: -2.164 11.611 3.070  0.246
H: -2.389 9.866 3.305  0.300
H: -0.794 10.515 2.835  0.289
H: -4.420 8.961 -0.527  0.339
H: -5.223 9.254 1.025  0.258
H: -5.020 7.588 0.448  0.159
H: -2.055 6.984 -0.736  0.348
H: -2.146 6.300 0.909  0.214
H: -0.666 6.125 -0.041  0.326
C: 8.095 -7.892 2.134  -0.638
O: 6.870 -7.175 1.843  -0.283
P: 6.906 -5.900 0.897  1.045
O: 5.637 -5.176 1.022  -0.612
O: 7.006 -6.734 -0.501  -0.354
C: 5.826 -7.350 -1.012  -0.664
O: 8.124 -4.948 0.566  -0.327
C: 8.157 -4.333 -0.731  -0.579
H: 7.845 -8.755 2.741  0.257
H: 8.565 -8.232 1.210  0.299
H: 8.786 -7.262 2.689  0.268
H: 4.928 -6.904 -0.584  0.311
H: 5.838 -8.419 -0.796  0.236
H: 5.820 -7.208 -2.092  0.239
H: 7.165 -3.990 -1.020  0.300
H: 8.547 -5.026 -1.471  0.238
H: 8.827 -3.482 -0.642  0.256
C: 9.930 -9.618 8.090  -0.703
O: 10.187 -9.702 6.675  -0.312
P: 10.908 -8.466 5.875  1.159
O: 10.626 -8.874 4.481  -0.614
O: 12.375 -8.891 6.457  -0.355
C: 12.928 -10.146 6.060  -0.654
O: 11.364 -6.927 5.730  -0.421
C: 12.630 -6.669 5.109  -0.560
H: 9.512 -10.572 8.395  0.240
H: 10.856 -9.439 8.641  0.329
H: 9.210 -8.831 8.312  0.298
H: 12.455 -10.517 5.150  0.339
H: 12.807 -10.882 6.856  0.228
H: 13.990 -9.991 5.881  0.252
H: 12.770 -7.318 4.246  0.302
H: 13.443 -6.798 5.817  0.233
H: 12.593 -5.631 4.788  0.244

***

DFT (wB97M-V/def2-TZVPD) results for C21H56BIN6O7 as an isolated structure.

E_LUMO: 0.015 Ha
Gap between HOMO and LUMO: 9.473 eV

Last column: Mulliken charge in e.
Cartesian coordinates (Å):
C: 3.120 -2.423 -0.641  -0.956
O: 1.840 -1.807 -0.615  0.077
C: 1.444 -0.923 -1.617  -0.933
I: 2.231 -1.388 -3.624  -0.010
B: 2.035 0.554 -1.426  1.131
O: 1.305 1.690 -1.696  -0.546
O: 3.330 0.661 -1.016  -0.551
C: -0.090 -1.005 -1.642  0.204
N: -0.505 -0.468 -0.342  -0.627
C: -0.619 -2.421 -1.916  -0.413
C: -1.000 -2.735 -3.349  -0.268
N: -1.608 -1.973 -4.152  -0.730
H: 3.313 -2.765 0.374  0.236
H: 3.109 -3.285 -1.314  0.345
H: 3.899 -1.719 -0.928  0.297
H: 0.763 1.672 -2.491  0.283
H: 3.778 1.422 -1.426  0.329
H: -0.449 -0.329 -2.422  0.711
H: -0.279 -1.142 0.381  0.154
H: -1.509 -0.327 -0.323  0.162
H: -1.537 -2.549 -1.331  0.329
H: 0.087 -3.163 -1.539  0.220
H: -0.767 -3.745 -3.694  0.412
H: -1.811 -1.073 -3.712  0.280
C: -0.719 -4.114 4.607  -1.700
C: -0.961 -2.791 3.889  1.022
C: -2.262 -2.739 3.080  -0.996
O: -2.230 -3.442 1.851  -0.146
C: -2.477 -4.831 1.933  -0.817
N: 0.210 -2.473 3.072  -0.606
H: -0.384 -4.889 3.916  0.323
H: 0.061 -3.987 5.357  0.371
H: -1.623 -4.468 5.106  0.376
H: -1.041 -2.010 4.651  0.025
H: -2.449 -1.697 2.807  0.304
H: -3.112 -3.080 3.688  0.506
H: -3.211 -5.056 2.714  0.350
H: -1.567 -5.402 2.131  0.268
H: -2.881 -5.147 0.972  0.236
H: 0.104 -1.537 2.689  0.281
H: 0.208 -3.088 2.261  0.253
C: 5.437 3.028 -5.225  -1.570
C: 4.206 2.155 -5.007  0.288
C: 3.066 2.407 -5.998  -0.590
O: 2.326 3.589 -5.758  -0.380
C: 2.882 4.777 -6.285  -0.676
N: 3.762 2.286 -3.617  -0.421
H: 5.273 4.044 -4.863  0.297
H: 6.285 2.621 -4.676  0.379
H: 5.704 3.080 -6.282  0.375
H: 4.506 1.112 -5.151  0.359
H: 2.345 1.591 -5.900  0.255
H: 3.441 2.397 -7.030  0.459
H: 3.387 4.588 -7.237  0.309
H: 3.591 5.243 -5.596  0.243
H: 2.060 5.472 -6.454  0.258
H: 3.016 1.619 -3.453  -0.039
H: 3.325 3.197 -3.503  0.278
C: 2.407 1.854 7.110  -1.399
C: 0.921 1.509 7.127  0.379
C: 0.628 0.009 7.016  -0.859
O: 0.795 -0.535 5.723  -0.138
C: 2.121 -0.895 5.371  -0.767
N: 0.239 2.299 6.101  -0.733
H: 2.815 1.794 6.100  0.294
H: 2.555 2.874 7.460  0.343
H: 2.979 1.181 7.751  0.341
H: 0.519 1.823 8.096  0.407
H: -0.425 -0.150 7.265  0.311
H: 1.229 -0.556 7.742  0.427
H: 2.672 -1.270 6.240  0.331
H: 2.669 -0.052 4.942  0.216
H: 2.046 -1.679 4.621  0.241
H: -0.765 2.178 6.183  0.270
H: 0.480 1.916 5.191  0.308
C: -5.693 0.016 -2.255  -1.652
C: -4.387 0.498 -1.635  0.592
C: -4.502 1.820 -0.869  -0.663
O: -4.603 2.967 -1.687  -0.391
C: -5.900 3.272 -2.160  -0.652
N: -3.356 0.542 -2.677  -0.436
H: -5.936 0.580 -3.156  0.318
H: -5.604 -1.031 -2.543  0.380
H: -6.524 0.112 -1.555  0.374
H: -4.072 -0.254 -0.901  0.177
H: -3.588 1.960 -0.287  0.281
H: -5.343 1.783 -0.162  0.496
H: -6.662 3.019 -1.415  0.303
H: -6.134 2.754 -3.093  0.230
H: -5.933 4.345 -2.344  0.261
H: -2.463 0.763 -2.243  0.122
H: -3.543 1.340 -3.280  0.277

***

DFT (wB97M-V/def2-TZVPD) results for one molecule with the formula C2H5OP.

SMILES: [H]/P=C/CO
ΔE to the lowest compared entry with this formula, charge and spin: 1.774 eV
E_LUMO: 0.001 Ha
Gap between HOMO and LUMO: 9.586 eV

Last column: Mulliken charge in e.
Cartesian coordinates (Å):
H: 2.555 -1.010 0.354  -0.002
P: 2.025 0.193 -0.081  -0.089
C: 0.465 -0.410 0.086  -0.071
C: -0.625 0.539 0.038  -0.438
O: -1.852 -0.102 -0.314  -0.493
H: 0.415 -1.387 0.728  0.231
H: -0.343 1.353 -0.632  0.360
H: -0.763 0.855 1.058  0.221
H: -1.878 -0.030 -1.238  0.281